Entry 1:
{
  "formula": "C32H51N2O2P2Zn",
  "method": "the ωB97M-V functional and the def2-TZVPD basis",
  "e_lumo_ev": -2.87,
  "total_charge": 1,
  "homo_lumo_gap_ha": 0.210,
  "multiplicity": 1,
  "homo_ev": -8.6,
  "de_lowest_kcal_mol": 7.5,
  "fmax_ev_per_a": 4.82,
  "energy_ev": -108077.038,
  "elements": ["C", "C", "C", "C", "C", "H", "H", "H", "N", "P", "P", "C", "H", "H", "C", "O", "C", "H", "C", "C", "C", "C", "C", "H", "H", "H", "C", "H", "H", "H", "C", "H", "H", "H", "C", "H", "H", "H", "C", "H", "H", "H", "C", "H", "H", "H", "C", "H", "H", "H", "C", "H", "H", "H", "C", "H", "H", "H", "C", "H", "H", "H", "C", "H", "H", "H", "C", "H", "H", "H", "Zn", "N", "C", "C", "C", "C", "C", "H", "C", "H", "C", "H", "H", "H", "C", "O", "H", "H", "H", "H"],
  "coordinates": [[-1.39975, -1.51979, -1.50961], [0.65102, -2.43996, -0.77837], [-1.56774, -2.53776, -2.44635], [0.42458, -3.58071, -1.59361], [-0.66325, -3.61044, -2.44321], [-2.40999, -2.48076, -3.13608], [1.18216, -4.36461, -1.56640], [-0.82149, -4.45111, -3.12108], [-0.35914, -1.51091, -0.65844], [-2.49580, 0.04223, 0.42999], [2.41860, -0.68927, 0.58267], [-2.41909, -0.38765, -1.36728], [-2.09327, 0.49585, -1.93849], [-3.39897, -0.68250, -1.76408], [0.71524, 2.02057, 2.15089], [0.69533, 2.93222, 2.83942], [1.89562, -2.19778, -0.15437], [2.59773, -3.03950, -0.16945], [3.62617, 0.00423, -0.76601], [3.42686, -1.23202, 2.12533], [-3.29468, 1.74506, 0.52775], [-3.62696, -1.36116, 1.06576], [3.76197, 1.51458, -0.51892], [4.26643, 1.72597, 0.43343], [4.37415, 1.94677, -1.32501], [2.79263, 2.02386, -0.51709], [5.00216, -0.66782, -0.73554], [5.57185, -0.46927, 0.17939], [4.92270, -1.75070, -0.90043], [5.59146, -0.26082, -1.57266], [3.05520, -0.28546, -2.15909], [3.68121, 0.22057, -2.91047], [3.06778, -1.36060, -2.37513], [2.03351, 0.07630, -2.28083], [4.21628, -0.01915, 2.64973], [3.57376, 0.85934, 2.80215], [4.65480, -0.28572, 3.62329], [5.04473, 0.26846, 1.98944], [2.43275, -1.70819, 3.19201], [1.75815, -0.91589, 3.53183], [1.82792, -2.54768, 2.82512], [3.00090, -2.06831, 4.06404], [4.36395, -2.41283, 1.85660], [5.13564, -2.21171, 1.11041], [4.88415, -2.64025, 2.79997], [3.80598, -3.30688, 1.55792], [-4.08314, -1.01175, 2.49236], [-4.57027, -1.89996, 2.92403], [-3.23470, -0.75046, 3.14187], [-4.82002, -0.19800, 2.51199], [-2.83763, -2.68567, 1.10451], [-2.61271, -3.05344, 0.09666], [-1.89416, -2.62012, 1.66332], [-3.46504, -3.43866, 1.60700], [-4.84973, -1.60309, 0.16850], [-5.48337, -2.35327, 0.66584], [-5.46059, -0.70918, 0.01404], [-4.57114, -2.01128, -0.81006], [-2.55893, 2.72326, -0.40427], [-2.61488, 2.41854, -1.45700], [-3.03561, 3.71266, -0.31679], [-1.50341, 2.83548, -0.13506], [-3.15008, 2.24312, 1.97878], [-2.09610, 2.33946, 2.27659], [-3.61242, 3.23942, 2.04827], [-3.65279, 1.58611, 2.70015], [-4.77004, 1.68247, 0.11874], [-4.90307, 1.22366, -0.87104], [-5.39296, 1.15727, 0.85466], [-5.15676, 2.71173, 0.05181], [-0.01344, 0.02897, 0.75747], [0.29638, 1.28106, -0.72844], [0.51926, 1.65107, -1.82498], [0.63825, 2.41593, -3.01021], [0.43921, 3.80699, -2.91325], [0.95249, 1.83508, -4.26171], [0.55024, 4.60731, -4.04986], [0.20976, 4.23914, -1.93411], [1.07654, 2.65010, -5.38894], [1.10118, 0.75404, -4.33252], [0.87753, 4.03303, -5.28376], [0.38835, 5.68336, -3.96655], [1.33586, 2.20242, -6.35205], [0.98809, 4.67107, -6.16229], [-0.77486, -0.11238, 4.17666], [-0.59011, -0.76515, 2.89176], [-1.00960, -0.85558, 4.95649], [-1.58192, 0.63538, 4.11100], [0.16565, 0.38593, 4.43360], [-1.14260, -1.56488, 2.82762]],
  "forces_ev_per_angstrom": [[-0.2, -0.7, -0.6], [1.1, 0.9, 0.7], [-0.7, 1.1, 0.3], [-0.5, -0.5, -0.7], [0.9, -0.3, 0.5], [0.2, -0.2, 0.2], [-0.3, 0.1, -0.2], [0.1, 0.2, 0.2], [0.2, 0.2, -0.1], [-0.1, 0.1, -0.3], [0.2, -1.2, -0.2], [0.3, 0.0, 0.0], [0.0, -0.3, 0.2], [0.4, 0.1, 0.1], [-0.4, 2.3, 1.8], [0.3, -2.0, -1.5], [-0.7, -1.2, 0.1], [-0.2, 0.3, -0.2], [-0.2, 0.1, 0.8], [-0.2, 0.4, -0.5], [-0.3, -0.6, 0.1], [0.1, 0.4, 0.1], [0.3, 0.0, -0.3], [-0.1, 0.0, -0.2], [-0.1, 0.1, 0.2], [0.1, -0.1, 0.0], [0.2, 0.2, -0.2], [-0.2, -0.1, -0.3], [0.0, 0.3, 0.1], [-0.1, -0.1, 0.2], [0.0, 0.0, -0.1], [-0.1, -0.1, 0.2], [-0.1, 0.3, 0.1], [0.1, -0.2, 0.0], [0.1, -0.2, 0.2], [0.1, -0.2, 0.0], [-0.1, 0.1, -0.2], [-0.3, -0.1, 0.2], [0.0, 0.0, 0.1], [0.2, -0.1, -0.1], [0.1, 0.2, 0.0], [-0.1, 0.1, -0.2], [0.3, -0.1, 0.1], [-0.2, -0.1, 0.2], [-0.1, 0.0, -0.2], [0.1, 0.2, 0.1], [-0.2, -0.2, 0.1], [0.1, 0.2, -0.1], [-0.3, 0.0, -0.1], [0.3, -0.2, 0.0], [0.0, 0.0, 0.1], [0.1, 0.1, 0.3], [-0.2, -0.1, -0.3], [0.2, 0.2, -0.1], [-0.2, -0.1, 0.1], [0.1, 0.1, -0.2], [0.1, -0.3, 0.1], [0.0, 0.0, 0.3], [0.0, 0.0, 0.0], [0.0, 0.1, 0.2], [0.1, -0.3, 0.0], [-0.2, 0.0, 0.0], [-0.2, 0.2, 0.0], [-0.2, 0.0, -0.1], [0.1, -0.2, 0.1], [0.1, 0.2, -0.2], [-0.2, 0.6, 0.0], [0.0, 0.1, 0.3], [0.2, 0.1, -0.2], [0.0, -0.2, 0.0], [0.1, -1.3, 0.4], [0.9, 1.8, -4.4], [-1.2, -0.4, 3.8], [0.4, 0.3, -1.5], [0.0, 0.0, 0.1], [-0.1, 0.1, 0.2], [0.0, -0.2, 0.1], [0.1, -0.1, -0.4], [-0.1, 0.0, 0.2], [0.0, 0.4, 0.0], [0.0, -0.2, 0.3], [0.1, -0.4, 0.0], [-0.1, 0.2, 0.4], [-0.1, -0.2, 0.3], [-0.1, -0.3, -0.2], [-0.1, 0.0, 0.5], [0.1, 0.3, -0.3], [0.3, -0.3, 0.1], [-0.2, -0.1, -0.1], [0.3, 0.5, 0.2]]
}

Entry 2:
{
  "formula": "C24H82N6O14",
  "method": "the ωB97M-V functional and the def2-TZVPD basis",
  "e_lumo_ev": 0.26,
  "homo_lumo_gap_ha": 0.341,
  "multiplicity": 1,
  "homo_ev": -9.0,
  "de_lowest_kcal_mol": 48.5,
  "fmax_ev_per_a": 4.22,
  "energy_ev": -63820.094,
  "elements": ["O", "H", "H", "O", "H", "H", "O", "H", "H", "O", "H", "H", "O", "H", "H", "O", "H", "H", "O", "H", "H", "O", "H", "H", "C", "C", "C", "O", "C", "N", "H", "H", "H", "H", "H", "H", "H", "H", "H", "H", "H", "C", "C", "C", "O", "C", "N", "H", "H", "H", "H", "H", "H", "H", "H", "H", "H", "H", "C", "C", "C", "O", "C", "N", "H", "H", "H", "H", "H", "H", "H", "H", "H", "H", "H", "C", "C", "C", "O", "C", "N", "H", "H", "H", "H", "H", "H", "H", "H", "H", "H", "H", "C", "C", "C", "O", "C", "N", "H", "H", "H", "H", "H", "H", "H", "H", "H", "H", "H", "C", "C", "C", "O", "C", "N", "H", "H", "H", "H", "H", "H", "H", "H", "H", "H", "H"],
  "coordinates": [[-2.43647, -4.68194, 1.95750], [-2.39724, -5.58140, 1.73980], [-3.39272, -4.45844, 1.89812], [-4.84471, -3.44967, 2.16314], [-5.26452, -3.34036, 3.04538], [-4.83316, -2.55180, 1.83819], [2.58212, -2.54283, -0.12977], [2.09457, -1.83514, 0.31695], [2.47465, -2.22759, -1.01275], [-2.87514, -1.34811, -0.65477], [-2.10601, -1.69504, -0.16816], [-3.38331, -2.14614, -0.82077], [0.86632, 3.12594, -2.43730], [1.08136, 2.17895, -2.35681], [-0.07589, 3.09317, -2.39105], [-0.64948, -3.03242, 0.62869], [0.26560, -3.04793, 0.76248], [-0.96347, -3.89075, 0.96372], [1.48859, 0.29003, -2.45039], [2.40683, 0.11980, -2.02401], [1.66683, 0.16631, -3.40706], [0.38286, -2.32134, -2.56290], [0.01002, -1.38490, -2.54043], [0.13157, -2.76439, -1.73794], [6.99628, 2.14346, 3.59605], [6.55667, 1.93217, 2.15949], [6.55458, 3.21977, 1.31731], [7.90137, 3.64546, 0.93489], [7.89227, 4.86661, 0.32369], [7.40091, 0.95626, 1.44571], [7.17669, 1.13338, 3.93064], [6.35173, 2.77519, 4.16400], [8.00277, 2.63463, 3.65940], [5.48285, 1.56324, 2.22942], [5.99149, 4.00386, 1.81659], [6.01035, 2.93750, 0.42539], [8.93303, 5.16856, 0.01941], [7.46202, 5.68359, 0.91909], [7.15482, 4.78384, -0.48784], [7.34116, 0.05237, 1.86305], [8.34769, 1.33990, 1.43093], [-2.26225, 1.71754, 1.40935], [-2.59414, 0.59945, 2.43854], [-2.97266, 1.14468, 3.79663], [-1.96103, 1.95948, 4.35048], [-2.38120, 2.65443, 5.52338], [-3.68683, -0.31711, 2.06861], [-1.81319, 1.32703, 0.44100], [-1.48057, 2.34144, 1.91575], [-3.24257, 2.30957, 1.26378], [-1.71473, -0.01691, 2.52167], [-3.26654, 0.46339, 4.55995], [-3.83012, 1.83268, 3.67106], [-1.53731, 3.17577, 5.89822], [-2.73430, 1.94268, 6.22127], [-3.18061, 3.32853, 5.29149], [-3.56655, -0.56693, 1.16812], [-4.57904, 0.19450, 2.15217], [1.18824, -0.88838, 3.30293], [1.16318, 0.16814, 2.25200], [2.63148, 0.77792, 2.28191], [2.92181, 1.89316, 1.47122], [2.01717, 2.91131, 1.69594], [0.91427, -0.31225, 0.93544], [1.96467, -1.57107, 2.98885], [0.25390, -1.37504, 3.40024], [1.41765, -0.50354, 4.30174], [0.41408, 0.98638, 2.45524], [3.23683, -0.09739, 1.98234], [2.93866, 1.03041, 3.30485], [0.99638, 2.50980, 1.62401], [2.13242, 3.65637, 0.86634], [2.14042, 3.27235, 2.75662], [-0.02924, -0.69063, 0.97951], [0.94934, 0.49135, 0.25970], [-3.00805, -4.22329, -3.81216], [-3.85332, -4.85698, -2.72515], [-3.00905, -5.73953, -1.90641], [-3.85721, -6.53510, -1.12852], [-3.22708, -7.43702, -0.28745], [-4.52625, -3.82465, -1.90502], [-2.90585, -4.88679, -4.67325], [-1.98401, -4.00923, -3.46771], [-3.49864, -3.30585, -4.23384], [-4.55769, -5.55750, -3.26936], [-2.35756, -5.10382, -1.29278], [-2.42373, -6.36808, -2.60609], [-4.06401, -7.85663, 0.30499], [-2.41965, -7.01050, 0.34445], [-2.81399, -8.34369, -0.78635], [-5.02755, -3.23326, -2.54454], [-5.28277, -4.17305, -1.36686], [-5.82199, 0.30730, -4.33163], [-4.96168, 1.09185, -3.30524], [-5.53701, 0.63571, -1.92772], [-6.86535, 1.29902, -1.78745], [-7.62839, 0.81595, -0.69879], [-3.54895, 0.84701, -3.43219], [-5.56243, 0.62201, -5.33486], [-6.91152, 0.51906, -4.06243], [-5.65427, -0.73376, -4.10447], [-5.23012, 2.12469, -3.34063], [-4.79295, 0.88284, -1.16491], [-5.68858, -0.41272, -1.80698], [-7.78812, -0.25159, -0.87476], [-8.64326, 1.24581, -0.66306], [-7.13336, 1.03285, 0.27931], [-3.44893, -0.08731, -3.23194], [-3.16829, 1.42371, -2.71740], [5.08265, 0.97408, -3.19205], [4.72518, 1.40363, -1.75327], [3.84831, 2.64189, -1.64863], [4.65134, 3.83852, -1.65964], [3.87790, 4.95518, -2.04446], [3.94730, 0.24830, -1.16597], [5.62857, 1.80067, -3.65326], [4.22776, 0.67486, -3.73402], [5.79479, 0.10656, -3.17153], [5.53553, 1.49440, -1.02866], [3.27692, 2.63196, -0.75781], [3.15110, 2.69361, -2.50435], [3.24530, 4.66161, -2.85856], [4.58290, 5.77991, -2.35471], [3.16684, 5.18898, -1.23623], [3.57125, 0.61049, -0.28913], [4.65446, -0.46509, -1.00396]],
  "forces_ev_per_angstrom": [[-0.4, 1.6, 0.3], [0.1, -2.1, -0.4], [0.5, 0.3, 0.2], [-1.0, -0.2, 1.1], [0.5, -0.3, -0.8], [0.4, 0.6, -0.3], [-0.1, -0.2, 1.0], [-0.1, 0.3, 0.5], [0.0, 0.0, -1.5], [0.5, 0.2, 0.4], [0.0, 0.0, -0.2], [-0.4, -0.5, -0.4], [0.6, -0.3, 0.2], [0.3, -0.1, -0.1], [-1.1, 0.3, 0.0], [-2.0, -0.2, -0.5], [2.5, 0.1, 0.1], [-0.5, 0.5, 0.1], [1.1, 0.1, -0.4], [-0.8, 0.1, -0.3], [-0.3, 0.1, 0.8], [-0.7, 1.2, 0.0], [0.8, -1.9, 0.3], [-0.1, 0.4, -0.1], [2.2, 0.1, -0.8], [-0.3, 0.4, -0.2], [0.5, -0.8, -0.4], [-0.8, -1.8, 2.2], [-0.4, 1.4, -1.2], [-0.6, 1.2, -0.3], [-0.4, -0.2, 1.1], [-0.8, 0.0, 0.6], [-0.7, -0.3, -0.3], [1.2, 0.4, -0.5], [0.2, 0.4, 0.2], [-0.1, 0.4, -0.5], [-1.1, -0.5, 0.1], [0.3, -0.1, 0.5], [0.6, 0.4, -0.7], [0.3, -0.5, 0.4], [-0.2, -0.5, 0.0], [-0.5, 0.3, 0.5], [-0.3, -0.4, -0.4], [0.0, 2.3, 0.0], [0.9, 0.3, -0.1], [0.2, -0.8, -1.6], [-1.0, 1.7, 3.7], [-0.9, 0.4, 1.1], [-0.8, -0.1, -0.6], [1.7, -0.6, -0.2], [0.5, -0.3, 0.3], [-0.2, -1.4, 0.2], [-0.3, -0.3, -0.3], [0.7, 0.5, 0.4], [-0.4, -0.8, 1.1], [-0.6, 0.6, -0.2], [0.3, -1.1, -3.9], [0.5, -0.3, -0.2], [0.4, 0.2, 0.3], [1.2, 3.4, 0.9], [-0.5, -1.1, 0.5], [0.4, -1.4, -0.8], [-0.9, 1.0, 0.1], [-0.2, 0.0, -1.3], [0.1, -0.7, 0.2], [-1.0, -0.8, -0.1], [0.1, 0.2, -0.3], [0.7, -0.8, 0.6], [0.2, 0.6, -0.2], [-0.3, -0.1, 0.2], [0.1, 0.5, -0.1], [0.1, -0.3, 1.2], [-0.1, 0.3, -1.0], [0.0, 0.0, -0.7], [-0.2, -1.2, 0.7], [0.1, 0.9, -0.7], [-1.3, -0.1, -1.3], [0.6, -0.5, 0.0], [-0.1, 0.2, 0.1], [-0.4, -1.5, 0.7], [0.7, 0.3, -0.8], [0.0, -0.2, 0.2], [-0.4, 0.4, -0.1], [0.6, -0.6, 0.6], [0.1, 0.8, 0.7], [0.2, -0.3, 0.1], [0.1, 0.1, 0.4], [0.7, 0.3, 0.3], [-0.5, 0.0, -0.3], [0.1, 0.7, -0.2], [0.1, 0.6, -0.5], [-0.4, -1.0, 0.9], [-0.7, 1.4, 1.2], [-2.4, -1.8, 0.4], [-0.9, 1.9, -0.1], [1.5, -0.1, 0.2], [0.2, -0.2, 0.1], [-1.3, 2.5, -1.2], [-0.2, -0.4, -0.3], [1.4, -0.2, -0.7], [0.1, -0.6, -0.5], [0.2, 0.9, -0.3], [-0.4, 0.6, 0.5], [-0.1, -1.2, -0.4], [0.1, -0.2, 0.6], [0.6, 0.3, -0.4], [-0.3, -0.4, -0.6], [1.1, -2.6, 0.8], [1.1, 0.0, 0.6], [2.4, 0.4, 1.7], [-0.9, -1.2, 0.4], [0.9, 0.7, -1.7], [0.2, -0.8, -0.2], [0.5, 0.2, 0.3], [-0.1, 0.8, -0.5], [-0.2, -0.1, -0.3], [-1.1, -0.1, -0.6], [-0.6, 0.7, 0.0], [0.7, 0.5, -0.8], [-0.7, -0.2, 1.0], [0.3, -0.1, 0.3], [-0.3, 0.1, -0.9], [-0.9, -0.7, 0.6], [0.4, 0.6, 0.0], [0.3, -0.6, 0.2], [-0.6, -0.2, 0.4]]
}

Entry 3:
{
  "formula": "CH5S2",
  "method": "the ωB97M-V functional and the def2-TZVPD basis",
  "e_lumo_ev": 3.83,
  "total_charge": -1,
  "homo_lumo_gap_ha": 0.231,
  "multiplicity": 1,
  "homo_ev": -2.4,
  "de_lowest_kcal_mol": 14.9,
  "fmax_ev_per_a": 1.84,
  "energy_ev": -22788.963,
  "elements": ["S", "H", "C", "S", "H", "H", "H", "H"],
  "coordinates": [[-2.45393, 0.25164, -0.16019], [-1.13341, 0.00273, -0.34586], [1.29022, 0.24706, 0.00145], [0.34342, -1.31988, -0.13099], [1.29629, 0.83574, -0.89625], [0.86175, 0.88966, 0.78285], [2.34009, -0.08098, 0.06643], [-2.54443, -0.82598, 0.68255]],
  "forces_ev_per_angstrom": [[-1.7, 0.2, 0.6], [0.6, -0.7, -0.1], [0.3, -0.9, -0.1], [0.6, -0.1, -0.2], [-0.4, 0.3, -0.8], [0.7, -0.2, 0.2], [-0.2, 0.7, 0.9], [0.1, 0.7, -0.6]]
}

Question: Number 2 is which compound?
Answer: C24H82N6O14